1.
DFT (wB97M-V/def2-TZVPD) results for 2 unconnected molecules or ions with the total composition C3H7NO2 at a distorted geometry.

The highest occupied orbital energy comes out at -9.82 eV. The SMILES is CC=O.NC=O. Its HOMO-LUMO gap is 0.39212 Ha. The calculation puts the energy above the lowest of the compared OMol25 structures with the same formula, charge and spin at 42.68 kcal/mol. The LUMO energy comes out at 0.8 eV.

Atoms and positions in Å:
H -3.4468 -1.0155 -0.1526
H -3.9561 1.5587 0.1056
H 3.2133 -0.2721 0.9235
N -2.8131 -0.3602 0.2697
H 2.8051 1.1240 -0.1285
O -2.0499 1.7004 0.6614
H 0.8509 -0.4191 -0.1679
C 2.9848 0.0733 -0.1089
C 1.7921 -0.7541 -0.5536
C -3.0393 1.0043 0.2968
O 1.8052 -1.8052 -1.1033
H 3.8411 -0.0254 -0.7053
H -1.9873 -0.8093 0.6631



2.
DFT (wB97M-V/def2-TZVPD) results for a molecular structure, C53H136N7O19Pb at a distorted geometry.

The highest occupied orbital energy comes out at -8.01 eV. Its HOMO-LUMO gap is 0.07843 Ha. Its charge is +1. The LUMO energy comes out at -5.9 eV.

Atoms and positions in Å:
O -6.7489 -1.0480 6.7030
O -11.3580 -2.6034 -10.2411
C 0.3550 -1.1349 -0.8615
H -1.6743 0.9169 -1.1517
H 4.3121 -5.6203 -20.7320
H -6.1710 -3.8405 -8.2524
H 0.5915 -11.3818 1.9137
H 4.7714 11.9718 3.9207
H -9.8292 -3.0542 -12.0670
O -7.9371 4.7162 -0.0705
N -6.9982 1.7796 6.0003
C -8.1070 -5.2807 -11.3360
C -8.0831 -0.4490 6.4734
O 8.9191 -4.8865 1.1174
H 10.3104 4.6426 11.6848
C 4.6281 -6.5088 -20.1853
C 4.4734 7.5204 13.0509
H 2.7651 6.6626 -5.2358
H 1.5533 2.9640 -0.1278
H -8.8439 1.0464 5.0330
C -0.7836 -0.6933 0.0718
H -8.8210 -1.1665 6.1145
H -6.0451 5.6203 -0.3765
H -7.3527 4.3395 8.4207
H 6.2949 12.2113 1.5147
H 10.7300 -4.4866 5.3178
H -8.1892 -6.3596 -11.4677
H -4.5504 4.9092 7.4850
H -8.4748 3.1645 6.4711
H 3.0057 0.8329 0.0285
C 7.5127 4.7183 11.1753
H 5.1333 -5.1275 -18.0628
C 9.7230 -4.0974 5.4684
H -10.6044 -1.2902 -3.8795
H 4.4216 -7.3821 -20.8040
H 8.1431 -3.8491 4.2755
C -1.9625 -0.0485 -0.7357
H -2.3023 -0.6142 -1.6032
H 6.8764 4.6035 12.0529
H -0.1071 2.1937 -0.3806
C -10.2477 -4.0034 -11.7323
N -9.9510 3.2833 -1.8952
H 6.3226 7.4350 9.5444
H 4.6598 8.8143 10.6178
H 2.0295 -4.9155 5.0241
H 3.9346 7.2590 -7.3570
H 9.7419 -4.6317 7.5868
H 1.9188 -3.1861 6.9785
H -8.8467 -1.0429 -3.8953
H -5.0006 -4.6379 -9.2871
H 6.3783 7.0058 11.2378
C -7.6690 2.6352 6.9797
H 7.8679 -3.6357 8.7381
H 6.1396 -4.3181 -13.2755
H 5.1153 -3.9027 -11.1006
H -8.9643 -4.1191 -9.9668
H -8.4594 -0.0411 7.4115
H -4.9056 4.9813 9.2279
H -5.5504 -5.5141 -7.8078
C 0.3743 -10.5223 0.1851
H 1.2230 -5.9966 6.0730
H 2.4179 -5.8439 -16.8665
H -8.8427 6.4341 -0.9870
C 0.9968 1.0377 0.9899
H 6.8760 4.7014 9.0049
H 0.6372 0.2608 11.4351
H -9.1186 2.7488 -1.6920
H -7.0251 -3.7491 -10.6092
H 2.3103 -0.6203 0.7839
H -1.7765 -2.6639 0.0282
C 4.9166 11.8731 2.8449
C -11.5418 -3.7004 -11.1190
C 3.5045 -5.8179 -16.7839
O 3.8932 -6.6472 -18.9623
H 0.2796 -3.7908 5.5574
H 1.4472 2.0355 9.4006
C 8.8304 -3.5839 1.5812
H 5.7443 -4.9039 -15.6346
C -5.8259 -4.8152 -8.5975
C -4.6400 4.3238 8.4001
H -11.0280 1.7716 -0.8446
C -8.7690 5.3521 -1.0967
H -11.8857 -4.6064 -10.6200
H 5.0949 8.4071 13.1759
H 4.9283 10.4240 1.2089
H 8.8205 3.3568 0.7450
H 7.8829 -3.0892 1.7948
H -0.1162 -1.2733 -1.8346
H 2.0273 7.7353 -6.4996
C 4.1417 -3.7857 -11.5766
H 6.2949 -4.3740 8.4847
H 7.7051 -6.5092 0.6260
H -8.0365 -4.9123 -12.3594
C 1.2615 1.0295 10.9796
O 6.1401 12.4893 2.4205
O 4.0258 7.6978 -6.5080
H -10.0119 -0.0055 -4.8884
O 4.1084 -4.5680 -12.7708
C 2.8534 7.5888 -5.8037
C 1.9746 -5.2071 6.0729
H 5.9205 3.6780 10.0612
H -10.8518 5.1053 -1.6180
H -6.1796 -3.0397 6.4947
O -9.8882 0.2619 -2.7930
H 3.3982 -4.1776 -10.8825
H -10.4618 4.3215 -0.1132
H 9.9200 4.5179 10.0071
H 4.0894 12.3665 2.3347
C 9.1771 -4.8615 6.6833
H -6.6192 -2.6699 8.0738
H 1.2186 0.5480 -1.8067
N -0.1660 0.1767 1.1913
H -12.8797 -3.1908 -8.9736
H 2.2311 0.6085 2.8190
C 4.9994 -5.2627 -14.9244
H 2.3019 -0.8992 -1.6542
H -12.3856 -1.5125 -8.7526
H 7.9744 5.6987 11.2930
C -6.7743 3.7397 7.7180
H 9.0187 5.0718 1.1658
H -10.5136 -4.5710 -12.6240
C 1.3695 -4.1269 7.0145
C -10.0739 4.5362 -1.1090
H 9.8973 -3.0489 5.7100
C 9.7813 4.0175 10.9655
H -6.6165 4.4367 6.8950
C -6.8661 -2.3984 7.0474
O 0.1203 -3.6737 6.4968
N 9.0407 -4.2840 4.1169
N -9.2409 -4.6163 -10.8013
C 4.4445 7.7458 10.6313
H -0.1944 -9.6472 -0.1293
N 5.2920 5.6014 9.9822
H 4.9897 -3.3211 -14.0446
C -6.8335 5.4475 0.3561
C 1.7897 1.4617 2.3038
H 0.4095 3.0485 1.1277
O 7.7526 -4.5973 6.9078
C 5.1362 -4.3450 -13.7005
H 10.5758 -4.1504 2.7202
O 3.7005 7.4278 11.8034
H 10.3681 3.0992 10.9826
H 1.4082 -10.2477 0.3944
H -11.7810 0.8517 -3.3137
H 2.2280 0.5695 10.7737
H -6.4076 4.8719 1.1780
C 9.3733 4.0609 1.3670
H -8.3669 2.2522 7.7243
H 5.0067 6.5917 13.2541
H 2.9041 -5.6939 6.3680
H 1.5913 1.6957 11.7769
H 10.0674 -2.6581 3.1954
H 3.6663 -4.6158 -18.5846
O -5.4925 3.2039 8.1491
H -2.8507 0.1853 -0.1489
C -1.3118 -1.9551 0.7136
O -0.0765 -10.9000 1.4205
H 8.1862 3.3894 2.6612
C 6.4277 4.6406 9.9966
H 0.7297 -2.1370 -0.6529
C 4.8356 10.4774 2.2936
H 7.6795 -5.3540 8.7572
O -6.8350 -5.3250 -9.3794
H 3.7670 7.5089 9.8110
C 7.7768 -5.4218 0.6470
C 5.7610 6.9475 10.3413
Pb -3.8551 0.3676 7.7900
H -7.7823 -2.8808 6.7069
H 0.4671 -11.2716 -0.6010
H -8.4400 5.2299 -2.1287
H 6.9978 -5.2723 1.3946
H 2.7049 8.3072 -4.9974
H 4.4644 5.3802 10.5172
O 9.1305 3.5619 2.6717
H -12.3014 -3.5570 -11.8874
H 1.3536 -4.3573 8.0797
H 1.2423 1.9802 3.0909
H 5.6481 9.9211 2.7611
H 9.3194 -5.9089 6.4173
C 1.5949 -0.2385 -1.1524
H -7.3109 0.3696 4.5475
H -11.9146 2.8263 -1.9304
H -5.8904 -5.0007 -11.1509
H 5.3811 -6.2519 -14.6718
O -1.1873 0.8130 1.9957
H 4.0331 -2.7169 -11.7609
C -12.5896 -2.2806 -9.4985
C -7.8793 0.7098 5.4131
H -7.2615 6.3731 0.7409
C 0.7169 2.4106 0.2991
H -6.7998 2.3762 5.2099
C -6.8452 -4.8231 -10.6560
H -10.5821 1.8145 -3.9039
H -0.5043 -2.5206 1.1787
C -10.8328 1.2794 -2.9880
H 5.7037 -6.4780 -20.0114
C 4.1106 -5.4994 -18.1263
H 10.4539 4.0443 1.2251
C -10.9846 2.2702 -1.8129
O 0.7012 1.5492 9.7592
H -13.2784 -1.9208 -10.2629
H 3.8495 10.0737 2.5234
H -1.9823 -1.8842 1.5701
H 9.2413 -3.0642 0.7157
H 3.7962 -6.8574 -16.6341
C 2.0860 0.2748 0.2038
H 2.5388 2.2007 2.0196
N 3.7166 -5.1364 -15.5397
H 3.7805 7.6489 13.8824
O 8.4073 3.6926 11.2616
C 9.6485 -3.6421 2.9846
C 7.3529 -4.4544 8.2355
C -9.8138 -0.5444 -3.9619
H 7.5893 -4.9046 -0.2940
H -3.6930 3.8286 8.6147
H 2.8569 -4.9363 -15.0487



3.
DFT (wB97M-V/def2-TZVPD) results for a molecular structure, C35H23Cl5FeN4S2.

The expectation value of S² is 6.068. The highest occupied orbital energy (alpha / beta) comes out at -1.23 / -1.49 eV. The spin multiplicity is 5. Its HOMO-LUMO gap (alpha / beta) is 0.19830 / 0.17957 Ha. Its charge is -2. The LUMO energy (alpha / beta) comes out at 4.2 / 3.4 eV.

Atoms and positions in Å:
N -0.9578 -0.0361 -1.7773
S -0.0970 -2.6308 0.6616
H 2.5991 2.4366 -3.2098
C -3.3027 -1.8832 0.8319
H 3.7029 -0.9537 1.4587
H 1.2486 1.3919 -1.4688
N 1.5638 0.1500 0.3126
C -2.7272 -1.3838 -1.3581
C 2.3109 1.2088 0.8049
C -4.1434 4.4298 -0.0696
C -2.1933 3.0566 0.0506
H 4.9603 -2.9066 0.6426
Cl -5.2964 0.6130 0.2905
N -1.9472 -0.7682 -2.2650
C -0.5327 0.4119 -4.1689
C -0.2010 0.5542 -2.8056
C 0.8150 -3.7362 4.3725
Cl -4.9043 5.9814 -0.2143
H 2.0063 2.1542 -5.6133
H 4.3126 4.3696 2.0259
H -5.3244 -3.5752 -1.2688
C 0.2534 0.9815 -5.1574
C 0.1132 -2.5609 2.3507
C 4.1218 -2.5299 0.0646
C 3.7783 3.4830 1.7037
C 0.6366 -3.7059 3.0140
N -2.5350 -1.2227 -0.0286
H 1.1142 -1.1940 -1.9357
H 3.7993 1.1349 -0.7510
C 0.9441 1.2994 -2.4976
H 2.3597 -3.1566 -2.7492
C 0.4607 -2.6098 5.1404
C -4.2594 2.0293 0.1635
C 1.7205 1.8681 -3.4939
C 1.3896 1.7167 -4.8356
Cl -1.7717 5.7483 -0.2108
H -1.4196 -0.1490 -4.4205
C 2.6660 -2.6756 -1.8254
C -4.9040 3.2679 0.0434
C 2.2987 -0.9168 -0.1690
H 1.1046 1.5546 2.5392
C 1.9521 -1.5754 -1.3679
C -0.0523 -1.4888 4.5361
H -3.0898 -1.6987 1.8818
H 1.2207 -4.6211 4.8482
C 2.6639 3.0257 2.3989
C -4.3087 -2.7471 0.4507
C -2.7555 4.3219 -0.0674
C 3.4204 -1.4290 0.5264
C 1.9534 1.9119 1.9727
Fe -0.7873 0.0549 0.2237
C -0.2381 -1.4116 3.1336
C 4.1771 2.7803 0.5694
C 3.4741 1.6679 0.1350
C 3.7546 -3.1707 -1.1193
S -0.9241 0.0355 2.5040
H 0.9052 -4.5585 2.4021
H -0.0242 0.8448 -6.1977
C -3.7594 -2.2376 -1.8262
C -2.8827 1.8677 0.1817
H -4.9054 -3.2601 1.1945
H 2.3436 3.5417 3.2992
H 0.6001 -2.6214 6.2157
Cl -0.4592 2.9130 0.0489
H 4.3011 -4.0367 -1.4755
Cl -6.6418 3.4061 0.0340
H -0.3198 -0.6226 5.1308
C -4.5379 -2.9134 -0.9228
H -3.8901 -2.3356 -2.8966
H 5.0471 3.1104 0.0092



4.
DFT (wB97M-V/def2-TZVPD) results for 2 unconnected molecules or ions with the total composition C5H13NO2 at a distorted geometry.

The expectation value of S² is 0.785. The highest occupied orbital energy (alpha / beta) comes out at -14.85 / -14.85 eV. The spin multiplicity is 2. Its HOMO-LUMO gap (alpha / beta) is 0.40912 / 0.22050 Ha. The calculation puts the energy above the lowest of the compared OMol25 structures with the same formula, charge and spin at 58.33 kcal/mol. Its charge is +1. The LUMO energy (alpha / beta) comes out at -3.7 / -8.9 eV.

Atoms and positions in Å:
H 1.2043 0.7107 -3.2435
C 0.8403 0.5395 -2.1004
H -1.3975 -0.1768 2.5001
H 1.3817 1.3063 -1.5345
H -0.2009 0.8151 -1.9467
C -0.0913 -0.0099 0.6487
O -2.5676 2.4748 -0.3310
H 0.1822 1.7058 1.9247
O 1.0889 -2.1907 0.2558
H 1.2637 1.6316 0.8204
H 1.4042 0.5220 2.1699
H 1.6057 -1.3380 -2.1419
H -1.5607 -1.5935 1.4164
C 0.7048 -1.0950 -0.1758
H -1.0584 0.2143 0.0142
H -3.2912 2.4483 0.3769
C 0.7263 0.9584 1.4396
N 1.0254 -0.7784 -1.4924
H -0.1194 -1.4428 2.3643
H -2.9657 1.8265 -0.9464
C -0.8128 -0.9685 1.7336



5.
DFT (wB97M-V/def2-TZVPD) results for a molecular structure, C23H29AlBr52O3 at a distorted geometry.

The highest occupied orbital energy comes out at -0.56 eV. Its HOMO-LUMO gap is 0.06236 Ha. Its charge is -2. The LUMO energy comes out at 1.1 eV.

Atoms and positions in Å:
Br -9.0088 2.6816 5.7085
Br 9.3458 3.1937 3.5784
Br -1.1068 -0.7954 6.8405
Br -9.5746 -0.9718 2.8075
Br -0.4374 -5.7200 -5.1945
Br 8.2747 4.6867 -2.3130
H 3.3916 0.1482 -0.2980
Br 12.9458 1.8743 0.9192
H -9.3048 4.9914 6.6052
H -1.5705 1.4661 5.8931
Al 2.6697 -3.5719 -1.7341
H 9.2739 -0.6831 -1.3115
Br -1.6217 -0.7728 -5.0241
H 0.7523 -5.7581 4.3451
Br -3.1391 -4.2031 -4.3087
Br -2.0153 -9.1982 5.4445
Br -3.5984 -1.8217 -7.3429
C -7.6000 2.9135 -3.0400
Br -0.1033 -3.4664 4.8383
H 9.0498 5.5035 4.4751
Br 0.1965 -9.0617 -6.1159
Br 1.0008 -8.0641 5.4076
Br -3.8503 -0.3115 0.3210
H -1.7263 -0.1749 -7.4446
C 3.7154 -0.9775 -0.3685
C 12.9540 3.8175 0.8299
H -15.5361 9.4678 3.9008
Br 14.7359 4.5190 0.4880
H 0.0145 -3.8652 -2.1159
Br 7.7428 1.2788 -1.4953
Br 11.1359 5.8384 3.1472
C 9.3540 5.1369 3.4892
H 4.8889 -1.0817 -0.2521
C 13.4893 3.4878 -4.3099
H 0.3852 -1.0989 -1.5735
C -16.2373 8.8835 4.5057
C 0.7285 -3.9070 -1.1632
C 2.0473 -8.7205 -6.6081
C 0.4367 -4.9401 3.6891
H 10.3991 3.7236 -3.1999
Br 10.7258 6.1121 -3.8444
Br 11.6536 4.4888 -0.4516
Br -7.2187 5.3263 5.2773
Br -10.3010 5.2961 4.3377
O 4.1524 -4.1949 0.8306
Br 0.5942 0.9748 4.7529
Br 1.9693 -4.4734 2.5855
H 13.0953 4.4027 -3.8552
Br -18.0122 9.6088 4.1770
O 2.8555 -4.2684 -3.5101
Br -16.0906 7.0349 3.9183
Br -12.1717 9.3110 2.8886
Br -6.9326 -0.3417 -0.6186
Br -1.0469 -5.6075 2.6225
H 0.7031 -5.0008 -0.6861
Br -2.4034 0.0508 4.0143
Br 2.2388 -8.3820 -8.5142
C 3.2234 -1.5994 -1.8305
H 0.6883 -2.9959 1.0422
Br 13.5590 2.1411 -2.9079
H 2.2384 -3.7571 -4.1402
H -9.8706 1.3380 3.7042
H -5.9364 -0.6464 1.6489
O 4.6904 -5.6472 -1.1434
C 9.7099 4.4701 -3.6082
Br -13.1153 7.1699 0.6728
H 0.9613 -0.7659 0.1924
Br -10.0992 8.3040 0.6359
C -1.1764 0.5513 5.4384
H -6.5918 2.6657 -2.6921
C -9.5664 0.9714 2.7182
Br -7.7845 1.6729 2.3763
Br -1.0717 -7.0571 7.6603
H -0.2161 -9.3487 7.1671
Br 15.2599 3.9113 -4.9955
H 2.6103 -9.6334 -6.3874
Br -8.7426 2.9832 -1.4671
Br -8.1406 1.5027 -4.2653
Br 7.4861 -1.4023 0.2740
Br 7.6196 -1.5992 -2.9397
H 4.1778 -1.5551 -2.5463
H 2.4293 -0.8766 -2.3029
H 3.1812 -1.6104 0.4912
H -2.6563 -6.6422 -4.5216
C 4.0233 -4.6398 -0.5693
C -0.5317 -8.5308 6.5111
Br -10.8668 1.6427 1.4367
C 0.1271 -1.3025 -0.4497
Br -15.7004 9.0976 6.3632
C 8.1824 -0.6114 -1.3612
Br 2.8305 -7.2973 -5.5380
C 0.1502 -2.8875 -0.0173
Br -0.4212 -2.2964 -7.5974
H 12.6498 4.1841 1.8159
Br -1.6801 -6.2218 -2.2639
Br 8.0536 5.8082 2.2076
Br -5.6403 -2.9562 0.7522
Br 9.0565 3.7731 -5.3028
Br 12.2624 2.9873 -5.7341
H -0.9206 -0.8158 -0.1903
C -5.6322 -1.0130 0.6630
Br -1.7948 -3.4258 0.2825
C -9.0007 4.6248 5.6192
Br -7.4859 4.6400 -3.9290
C -1.8278 -1.1332 -6.9246
C -11.6317 7.8374 1.7394
H -11.3161 7.0194 2.3954
C -2.0610 -5.8122 -4.1270



Question: What is the formula in the fourth record?
Answer: C5H13NO2



Repeat the third record exactly.
DFT (wB97M-V/def2-TZVPD) results for a molecular structure, C35H23Cl5FeN4S2.

The expectation value of S² is 6.068. The highest occupied orbital energy (alpha / beta) comes out at -1.23 / -1.49 eV. The spin multiplicity is 5. Its HOMO-LUMO gap (alpha / beta) is 0.19830 / 0.17957 Ha. Its charge is -2. The LUMO energy (alpha / beta) comes out at 4.2 / 3.4 eV.

Atoms and positions in Å:
N -0.9578 -0.0361 -1.7773
S -0.0970 -2.6308 0.6616
H 2.5991 2.4366 -3.2098
C -3.3027 -1.8832 0.8319
H 3.7029 -0.9537 1.4587
H 1.2486 1.3919 -1.4688
N 1.5638 0.1500 0.3126
C -2.7272 -1.3838 -1.3581
C 2.3109 1.2088 0.8049
C -4.1434 4.4298 -0.0696
C -2.1933 3.0566 0.0506
H 4.9603 -2.9066 0.6426
Cl -5.2964 0.6130 0.2905
N -1.9472 -0.7682 -2.2650
C -0.5327 0.4119 -4.1689
C -0.2010 0.5542 -2.8056
C 0.8150 -3.7362 4.3725
Cl -4.9043 5.9814 -0.2143
H 2.0063 2.1542 -5.6133
H 4.3126 4.3696 2.0259
H -5.3244 -3.5752 -1.2688
C 0.2534 0.9815 -5.1574
C 0.1132 -2.5609 2.3507
C 4.1218 -2.5299 0.0646
C 3.7783 3.4830 1.7037
C 0.6366 -3.7059 3.0140
N -2.5350 -1.2227 -0.0286
H 1.1142 -1.1940 -1.9357
H 3.7993 1.1349 -0.7510
C 0.9441 1.2994 -2.4976
H 2.3597 -3.1566 -2.7492
C 0.4607 -2.6098 5.1404
C -4.2594 2.0293 0.1635
C 1.7205 1.8681 -3.4939
C 1.3896 1.7167 -4.8356
Cl -1.7717 5.7483 -0.2108
H -1.4196 -0.1490 -4.4205
C 2.6660 -2.6756 -1.8254
C -4.9040 3.2679 0.0434
C 2.2987 -0.9168 -0.1690
H 1.1046 1.5546 2.5392
C 1.9521 -1.5754 -1.3679
C -0.0523 -1.4888 4.5361
H -3.0898 -1.6987 1.8818
H 1.2207 -4.6211 4.8482
C 2.6639 3.0257 2.3989
C -4.3087 -2.7471 0.4507
C -2.7555 4.3219 -0.0674
C 3.4204 -1.4290 0.5264
C 1.9534 1.9119 1.9727
Fe -0.7873 0.0549 0.2237
C -0.2381 -1.4116 3.1336
C 4.1771 2.7803 0.5694
C 3.4741 1.6679 0.1350
C 3.7546 -3.1707 -1.1193
S -0.9241 0.0355 2.5040
H 0.9052 -4.5585 2.4021
H -0.0242 0.8448 -6.1977
C -3.7594 -2.2376 -1.8262
C -2.8827 1.8677 0.1817
H -4.9054 -3.2601 1.1945
H 2.3436 3.5417 3.2992
H 0.6001 -2.6214 6.2157
Cl -0.4592 2.9130 0.0489
H 4.3011 -4.0367 -1.4755
Cl -6.6418 3.4061 0.0340
H -0.3198 -0.6226 5.1308
C -4.5379 -2.9134 -0.9228
H -3.8901 -2.3356 -2.8966
H 5.0471 3.1104 0.0092